a | Density functional theory data (ωB97M-V/def2-TZVPD) for a 8-piece molecular cluster, C24H64O8 overall.

The structure (SMILES) is CC(C)O.CC(C)O.CC(C)O.CC(C)O.CC(C)O.CC(C)O.CC(C)O.CC(C)O. Its HOMO energy is -9.6 eV. The LUMO energy comes out at 0.5 eV. The net charge is 0. The calculation puts the HOMO-LUMO gap at 0.374 Eh.

Last column: Löwdin charge in e.
Positions of all 96 atoms, in Å:
C1 0.694 -0.057 -4.069  -0.0660
C2 1.320 -1.350 -4.355  -0.4966
C3 2.486 -1.746 -3.404  -0.0497
O1 0.339 -2.373 -4.319  -0.0484
H1 0.271 0.429 -4.948  0.0878
H2 1.365 0.623 -3.545  0.0624
H3 -0.065 -0.182 -3.296  0.0801
H4 1.791 -1.315 -5.338  0.1357
H5 2.174 -1.894 -2.370  0.0700
H6 3.276 -0.997 -3.447  0.0696
H7 2.889 -2.723 -3.669  0.0747
H8 0.065 -2.506 -3.409  0.0688
C4 -2.139 2.544 4.177  -0.0683
C5 -3.555 3.010 3.956  -0.4482
C6 -4.302 1.863 3.220  -0.0717
O2 -4.192 3.050 5.252  -0.0756
H9 -1.635 2.270 3.250  0.0704
H10 -2.059 1.859 5.022  0.0911
H11 -1.482 3.335 4.540  0.0743
H12 -3.717 3.955 3.439  0.1345
H13 -4.261 0.917 3.762  0.0859
H14 -3.777 1.710 2.277  0.0632
H15 -5.307 2.135 2.897  0.0730
H16 -5.140 2.943 5.142  0.0751
C7 -2.170 3.208 -2.514  -0.0337
C8 -0.730 3.499 -2.979  -0.4987
C9 -0.440 4.735 -3.817  -0.0512
O3 0.146 3.678 -1.908  -0.0623
H17 -2.702 2.765 -3.356  0.0751
H18 -2.796 4.060 -2.248  0.0723
H19 -2.097 2.539 -1.656  0.0668
H20 -0.484 2.629 -3.589  0.1112
H21 0.636 4.902 -3.876  0.0680
H22 -0.807 5.633 -3.322  0.0817
H23 -0.923 4.672 -4.792  0.0786
H24 1.031 3.717 -2.277  0.0348
C10 0.906 -0.060 2.293  -0.0747
C11 -0.226 -0.457 1.479  -0.5337
C12 -0.078 0.119 0.062  -0.0357
O4 -0.297 -1.849 1.351  -0.0318
H25 1.781 -0.660 2.040  0.0845
H26 0.626 -0.421 3.283  0.0896
H27 1.088 1.015 2.297  0.0970
H28 -1.163 -0.107 1.913  0.1318
H29 0.829 -0.201 -0.450  0.0743
H30 -0.065 1.209 0.074  0.0734
H31 -0.933 -0.148 -0.559  0.0557
H32 -1.133 -2.028 0.915  0.0645
C13 4.701 3.724 -1.180  -0.0729
C14 3.906 2.840 -2.102  -0.4317
C15 3.141 1.865 -1.163  -0.0307
O5 3.001 3.663 -2.899  -0.0701
H33 5.286 4.435 -1.763  0.0754
H34 5.374 3.158 -0.535  0.0772
H35 4.038 4.392 -0.630  0.0925
H36 4.582 2.411 -2.842  0.1349
H37 2.334 2.393 -0.655  0.0830
H38 3.797 1.309 -0.493  0.0581
H39 2.644 1.088 -1.743  0.0473
H40 3.555 4.303 -3.352  0.0883
C16 5.363 0.049 1.506  -0.0459
C17 4.715 0.727 2.761  -0.5204
C18 4.056 -0.189 3.772  -0.0510
O6 5.703 1.406 3.380  -0.0310
H41 4.648 -0.585 0.982  0.0690
H42 6.194 -0.592 1.800  0.0847
H43 5.707 0.752 0.747  0.0570
H44 3.922 1.415 2.467  0.1215
H45 3.032 0.051 4.059  0.0595
H46 4.601 -0.391 4.694  0.0827
H47 3.968 -1.188 3.347  0.0732
H48 6.416 1.625 2.775  0.0911
C19 -4.142 -2.002 -2.824  -0.0648
C20 -3.369 -1.841 -1.531  -0.4511
C21 -4.082 -2.505 -0.317  -0.0424
O7 -2.136 -2.570 -1.761  -0.0906
H49 -3.501 -1.727 -3.661  0.0838
H50 -4.964 -1.287 -2.811  0.0762
H51 -4.625 -2.968 -2.974  0.0846
H52 -3.053 -0.813 -1.351  0.1228
H53 -3.576 -2.354 0.637  0.0675
H54 -4.125 -3.565 -0.568  0.0756
H55 -5.098 -2.117 -0.245  0.0769
H56 -2.344 -3.505 -1.820  0.0790
C22 -0.866 -6.152 2.447  -0.0604
C23 -2.285 -6.052 1.765  -0.4453
C24 -3.350 -5.526 2.708  -0.0640
O8 -1.982 -5.047 0.824  -0.0758
H57 -0.573 -5.247 2.978  0.0817
H58 -0.094 -6.496 1.758  0.0819
H59 -0.783 -6.887 3.247  0.0712
H60 -2.596 -7.030 1.398  0.1336
H61 -3.013 -4.800 3.449  0.0806
H62 -3.718 -6.451 3.152  0.0751
H63 -4.233 -5.064 2.265  0.0729
H64 -1.207 -4.599 1.171  0.0595

***

b | Density functional theory data (ωB97M-V/def2-TZVPD) for a 8-piece molecular cluster, C24H64O8 overall.

The structure (SMILES) is CC(C)O.CC(C)O.CC(C)O.CC(C)O.CC(C)O.CC(C)O.CC(C)O.CC(C)O. Its HOMO energy is -9.3 eV. The LUMO energy comes out at 0.5 eV. The net charge is 0. The calculation puts the HOMO-LUMO gap at 0.360 Eh.

Last column: Löwdin charge in e.
Positions of all 96 atoms, in Å:
C1 -6.523 -15.601 -34.901  -0.0383
C2 -5.167 -15.109 -34.347  -0.4319
C3 -5.034 -13.630 -34.540  -0.0637
O1 -5.268 -15.397 -32.922  -0.1050
H1 -6.722 -16.602 -34.522  0.0666
H2 -6.469 -15.620 -35.991  0.0814
H3 -7.292 -14.906 -34.574  0.0797
H4 -4.291 -15.651 -34.712  0.1382
H5 -5.873 -13.083 -34.106  0.0878
H6 -4.982 -13.401 -35.611  0.0880
H7 -4.129 -13.203 -34.107  0.0659
H8 -4.665 -14.817 -32.428  0.0433
C4 -11.360 -14.138 -28.144  -0.0601
C5 -12.865 -14.414 -28.281  -0.4425
C6 -13.032 -15.732 -29.096  -0.0570
O2 -13.483 -14.682 -27.019  -0.0736
H9 -11.256 -13.055 -28.047  0.0794
H10 -10.885 -14.376 -29.104  0.0434
H11 -10.729 -14.717 -27.475  0.0639
H12 -13.349 -13.589 -28.792  0.1342
H13 -12.613 -16.601 -28.600  0.0658
H14 -12.705 -15.569 -30.129  0.0678
H15 -14.109 -15.883 -29.233  0.0751
H16 -12.975 -15.404 -26.602  0.0431
C7 -12.696 -19.122 -25.432  -0.0545
C8 -12.088 -17.812 -24.966  -0.4602
C9 -10.837 -17.366 -25.720  -0.0557
O3 -13.058 -16.742 -25.147  -0.0727
H17 -13.147 -19.054 -26.419  0.0853
H18 -13.400 -19.551 -24.719  0.0779
H19 -11.852 -19.824 -25.440  0.0851
H20 -11.776 -17.843 -23.916  0.1329
H21 -9.924 -17.903 -25.462  0.0816
H22 -10.643 -16.297 -25.705  0.0705
H23 -10.999 -17.610 -26.780  0.0720
H24 -13.850 -17.098 -24.726  0.0964
C10 -11.546 -12.963 -32.811  -0.0555
C11 -10.856 -12.200 -31.689  -0.4563
C12 -9.368 -12.045 -31.952  -0.0631
O4 -11.422 -10.865 -31.650  -0.0732
H25 -11.527 -12.339 -33.707  0.0818
H26 -12.547 -13.314 -32.564  0.0770
H27 -10.994 -13.870 -33.077  0.0755
H28 -11.023 -12.636 -30.706  0.1152
H29 -9.095 -11.337 -32.734  0.0798
H30 -8.989 -13.049 -32.193  0.0590
H31 -8.726 -11.798 -31.102  0.0773
H32 -11.561 -10.578 -32.556  0.0698
C13 -7.078 -17.645 -31.282  -0.0684
C14 -8.173 -16.600 -31.083  -0.4735
C15 -8.516 -16.480 -29.625  -0.0581
O5 -7.665 -15.332 -31.527  -0.0744
H33 -6.934 -17.905 -32.335  0.0516
H34 -7.076 -18.523 -30.631  0.0844
H35 -6.082 -17.247 -31.047  0.0801
H36 -9.058 -16.929 -31.642  0.1206
H37 -9.144 -17.314 -29.291  0.0801
H38 -9.083 -15.576 -29.408  0.0560
H39 -7.621 -16.561 -29.004  0.0852
H40 -6.923 -15.524 -32.140  0.0316
C16 -3.943 -21.392 -34.998  -0.0600
C17 -3.587 -20.833 -33.609  -0.4894
C18 -4.749 -20.204 -32.871  -0.0653
O6 -2.906 -21.844 -32.868  -0.0506
H41 -4.271 -20.536 -35.601  0.0783
H42 -4.839 -22.017 -35.008  0.0787
H43 -3.066 -21.847 -35.447  0.0780
H44 -2.846 -20.045 -33.771  0.1315
H45 -5.372 -20.948 -32.364  0.0839
H46 -5.408 -19.546 -33.438  0.0607
H47 -4.414 -19.582 -32.035  0.0768
H48 -3.157 -22.712 -33.187  0.0786
C19 -10.682 -19.793 -33.191  -0.0571
C20 -10.135 -19.847 -34.634  -0.4765
C21 -8.671 -20.302 -34.570  -0.0716
O7 -10.868 -20.827 -35.349  -0.0507
H49 -10.406 -18.868 -32.675  0.0625
H50 -10.189 -20.548 -32.570  0.0733
H51 -11.753 -19.981 -33.210  0.0784
H52 -10.141 -18.839 -35.042  0.1361
H53 -8.070 -19.641 -33.943  0.0620
H54 -8.312 -20.491 -35.584  0.0813
H55 -8.618 -21.276 -34.072  0.0761
H56 -10.734 -21.685 -34.940  0.0881
C22 -2.819 -11.692 -31.011  -0.0611
C23 -3.122 -13.145 -30.727  -0.4491
C24 -4.589 -13.337 -30.319  -0.0466
O8 -2.882 -13.955 -31.919  -0.0802
H57 -3.177 -11.344 -31.984  0.0825
H58 -1.747 -11.492 -31.097  0.0779
H59 -3.304 -11.073 -30.254  0.0833
H60 -2.496 -13.564 -29.938  0.1344
H61 -5.241 -12.728 -30.945  0.0874
H62 -4.646 -12.992 -29.285  0.0864
H63 -4.933 -14.369 -30.347  0.0737
H64 -1.921 -14.015 -31.967  0.0956

***

How far above the most stable structure does each one sit? In eV: a 1.044; b 0.000.

***

a | Density functional theory data (ωB97M-V/def2-TZVPD) for an isolated ion of composition C5H9IN and charge +1.

Its HOMO energy (alpha / beta) is -12.8 / -12.5 eV. The LUMO energy (alpha / beta) comes out at -5.9 / -4.7 eV. The net charge is +1. The calculation puts the HOMO-LUMO gap (alpha / beta) at 0.253 / 0.285 Eh.

Last column: Löwdin charge in e.
Positions of all 16 atoms, in Å:
C1 -2.243 -1.737 -0.598  -0.4216
C2 1.997 -1.171 0.793  0.1013
C3 0.472 0.626 0.271  -0.4338
C4 -0.588 0.925 1.104  -0.1958
C5 0.661 1.439 -0.998  0.0087
N1 1.053 -0.522 0.332  0.0994
I1 -2.798 0.171 -0.074  1.2548
H1 -1.535 -1.613 -1.487  0.0071
H2 2.875 -0.678 1.213  0.1143
H3 2.278 -2.181 0.514  0.1054
H4 -1.028 1.970 0.915  0.0772
H5 -0.657 0.483 2.113  0.0872
H6 -2.439 -2.607 -0.099  -0.0524
H7 0.542 2.440 -0.784  0.0628
H8 -0.163 1.229 -1.760  0.1134
H9 1.574 1.225 -1.455  0.0721

***

b | Density functional theory data (ωB97M-V/def2-TZVPD) for an isolated ion of composition C5H9IN and charge +1.

The structure (SMILES) is C/C=C/C=C(\[NH3+])I. Its HOMO energy is -13.3 eV. The LUMO energy comes out at -3.8 eV. The net charge is +1. The calculation puts the HOMO-LUMO gap at 0.349 Eh.

Last column: Löwdin charge in e.
Positions of all 16 atoms, in Å:
C1 -2.697 0.510 -0.368  -0.0791
C2 -1.266 0.402 -0.494  -0.1449
C3 -0.347 0.860 0.367  -0.0867
C4 1.132 0.872 0.200  -0.1109
C5 2.023 -0.147 0.221  -0.7606
N1 1.674 -1.607 0.360  0.1131
I1 4.093 0.036 -0.106  0.9671
H1 -3.398 -0.436 -0.374  0.1395
H2 -2.967 1.066 -1.217  0.0737
H3 -3.012 0.944 0.553  0.0749
H4 -0.910 -0.099 -1.291  0.0770
H5 -0.719 1.378 1.123  0.0669
H6 1.577 1.895 0.012  0.1351
H7 1.722 -1.856 -0.640  0.1520
H8 0.676 -1.601 0.769  0.1933
H9 2.419 -2.218 0.884  0.1896

***

How far above the most stable structure does each one sit? In eV: a 2.580; b 0.000.

***

a | Density functional theory data (ωB97M-V/def2-TZVPD) for a 2-piece molecular cluster, CH8NS overall.

Its HOMO energy is -13.4 eV. The LUMO energy comes out at -4.0 eV. The net charge is +1. The calculation puts the HOMO-LUMO gap at 0.348 Eh.

Last column: Löwdin charge in e.
Positions of all 11 atoms, in Å:
N1 -0.480 0.596 2.097  0.2580
H1 -1.252 -0.067 2.081  0.1513
H2 -0.004 0.652 3.002  0.1573
H3 0.231 0.325 1.367  0.0122
H4 -0.766 1.534 1.812  0.1435
C1 0.442 -0.993 -1.879  -0.4318
S1 0.479 0.456 -0.802  0.6937
H5 1.022 -1.766 -1.379  0.0331
H6 -0.556 -1.482 -1.855  0.0477
H7 0.829 -0.716 -2.857  0.0447
H8 0.054 1.462 -1.587  -0.1097

***

b | Density functional theory data (ωB97M-V/def2-TZVPD) for a 2-piece molecular cluster, CH8NS overall.

Its HOMO energy is -13.6 eV. The LUMO energy comes out at -4.2 eV. The net charge is +1. The calculation puts the HOMO-LUMO gap at 0.346 Eh.

Last column: Löwdin charge in e.
Positions of all 11 atoms, in Å:
N1 0.456 0.486 -2.459  0.2799
H1 -0.506 0.799 -2.285  0.1511
H2 0.636 -0.155 -1.649  0.0298
H3 1.083 1.290 -2.439  0.1547
H4 0.717 -0.045 -3.303  0.1665
C1 -0.518 0.474 1.960  -0.4099
S1 -0.089 -0.614 0.511  0.6617
H5 0.365 0.784 2.583  0.0605
H6 -0.994 -0.177 2.681  0.0271
H7 -0.960 1.418 1.673  0.0270
H8 1.123 -0.076 0.328  -0.1483

***

How far above the most stable structure does each one sit? In eV: a 0.000; b 0.344.

***

a | Density functional theory data (ωB97M-V/def2-TZVPD) for a 2-piece molecular cluster, C4H7O2S overall.

Its HOMO energy is -4.3 eV. The LUMO energy comes out at 0.0 eV. The net charge is -1. The calculation puts the HOMO-LUMO gap at 0.160 Eh.

Last column: Löwdin charge in e.
Positions of all 14 atoms, in Å:
O1 -1.284 1.638 -1.547  -0.0901
C1 -2.000 0.895 -0.811  -0.7571
O2 -3.190 1.029 -0.492  -0.0826
C2 -1.327 -0.352 -0.186  -0.1631
C3 0.125 -0.572 -0.556  -0.2634
C4 1.012 0.397 0.205  -0.1356
S1 2.979 -1.329 1.505  0.0762
H1 -1.420 -0.224 0.899  0.1062
H2 -2.057 -1.133 -0.438  0.1045
H3 0.333 -0.574 -1.626  0.1093
H4 0.460 -1.567 -0.247  0.0781
H5 1.753 0.934 -0.380  0.0849
H6 1.593 -0.109 1.021  -0.1553
H7 0.412 1.085 0.771  0.0880

***

b | Density functional theory data (ωB97M-V/def2-TZVPD) for a 2-piece molecular cluster, C4H7O2S overall.

Its HOMO energy is -3.1 eV. The LUMO energy comes out at 3.4 eV. The net charge is -1. The calculation puts the HOMO-LUMO gap at 0.239 Eh.

Last column: Löwdin charge in e.
Positions of all 14 atoms, in Å:
C1 -0.551 -3.714 -1.349  -0.0592
C2 -0.439 -2.436 -1.604  -0.1844
C3 -0.487 -1.156 -1.894  0.0273
C4 -0.010 2.825 2.277  -0.2789
O1 2.395 2.474 0.908  -0.6296
O2 0.314 1.469 -0.032  -0.6286
S1 1.173 1.635 1.195  0.5728
H1 0.223 -4.375 -1.762  0.0415
H2 -1.396 -4.289 -0.883  0.0590
H3 -0.135 -0.490 -1.239  -0.0252
H4 -0.420 -0.972 -2.986  0.0827
H5 0.456 3.775 2.519  -0.0128
H6 -0.902 3.019 1.607  0.0166
H7 -0.223 2.235 3.243  0.0187

***

How far above the most stable structure does each one sit? In eV: a 0.000; b 0.228.